No. 1
# C65H63NO12S

A cluster of 4 separate species, C65H63NO12S in total at a distorted geometry (ωB97M-V with the def2-TZVPD basis set, the Open Molecules 2025 dataset).

Lowest unoccupied orbital energy = -0.0426 Ha
HOMO-LUMO gap = 7.894 eV
HOMO level = -9.05 eV
SMILES = CCCCCCCCCCCC1=C(CCCS(=O)(=O)O)C(=O)C(O)=C(CCCN)C1=O.O=C1c2ccccc2C(=O)c2ccccc21.O=C1c2ccccc2C(=O)c2ccccc21.O=C1c2ccccc2C(=O)c2ccccc21

ORCA input file:
```
! wB97M-V def2-TZVPD RIJCOSX def2/J DEFGRID3
* xyz 0 1
C 2.55167 -2.23115 -0.23123
C 3.96546 -1.52826 -0.51561
C 5.13098 -2.52937 -0.99316
C 5.71755 -2.18843 -2.45978
C 7.16510 -1.47884 -2.42601
C 7.03450 0.13911 -2.55763
C 7.80145 0.81499 -1.30046
C 6.97160 0.40040 0.01261
C 7.23484 1.33330 1.28797
C 5.76954 1.69416 1.89642
C 5.15817 2.81086 0.93157
C 3.65901 3.22639 1.25161
C 3.18051 4.54563 1.00912
C 4.05359 5.72377 0.40074
C 4.65576 5.36385 -1.05532
C 4.02999 6.25501 -2.23891
S 3.70141 5.08160 -3.66267
O 3.25025 5.80673 -4.89108
O 5.01080 4.34303 -3.87862
O 2.60325 3.90192 -3.15080
C 1.64248 4.88021 1.33750
O 1.25888 5.95695 1.83049
C 0.61649 3.70982 0.93241
O -0.65938 4.00031 0.38567
C 1.09014 2.38898 1.16658
C 0.18582 1.12993 0.76571
C -0.03054 1.11786 -0.82087
C -1.50638 1.50192 -1.32413
N -2.61684 1.11097 -0.41879
C 2.54544 2.21791 1.82375
O 2.77109 1.38631 2.73049
H 2.07174 -1.73016 0.66860
H 1.87731 -2.02221 -1.13338
H 2.67952 -3.35136 -0.10812
H 4.31216 -1.08415 0.49064
H 3.89105 -0.63873 -1.24240
H 4.67322 -3.57013 -1.04483
H 5.97266 -2.52019 -0.21198
H 5.85863 -3.18547 -2.99794
H 4.96547 -1.58803 -3.07194
H 7.69770 -1.79419 -1.46791
H 7.83754 -1.84134 -3.28776
H 7.40074 0.52065 -3.56375
H 5.90718 0.37321 -2.51435
H 7.77852 1.94264 -1.46981
H 8.87351 0.40085 -1.25310
H 7.17047 -0.67499 0.32083
H 5.86682 0.46086 -0.27936
H 7.66960 2.32137 0.92272
H 7.93737 0.89408 2.06346
H 5.12763 0.75290 1.88225
H 5.88269 2.14583 2.94421
H 5.16929 2.47780 -0.17290
H 5.84807 3.73275 0.96697
H 3.35883 6.63127 0.26101
H 4.86728 6.09258 1.12524
H 5.79963 5.33865 -1.06545
H 4.32746 4.28177 -1.27078
H 3.10970 6.84487 -1.93226
H 4.87540 6.94195 -2.60307
H 3.04515 3.01748 -3.21719
H -1.09561 4.69121 0.93106
H 0.82902 0.20528 1.00975
H -0.75735 1.02405 1.38647
H 0.67587 1.92369 -1.24849
H 0.29812 0.14358 -1.32747
H -1.67382 0.91740 -2.30306
H -1.57952 2.60636 -1.63575
H -2.59911 0.11376 -0.18024
H -2.56846 1.69770 0.43278
O -2.26458 -2.53942 7.22055
C -1.47333 -2.68452 6.30539
C -0.87929 -1.50699 5.63101
C -1.21409 -0.22287 6.06297
C -0.63118 0.88646 5.46126
C 0.28862 0.71895 4.42773
C 0.61131 -0.55908 3.98299
C 0.02313 -1.67424 4.58000
C 0.35969 -3.02943 4.08713
O 1.10583 -3.17295 3.13345
C -0.21839 -4.20660 4.77404
C 0.11874 -5.48983 4.34231
C -0.39257 -6.60132 5.00156
C -1.24128 -6.43599 6.09373
C -1.59064 -5.15882 6.51770
C -1.08399 -4.04038 5.85529
H -1.92550 -0.08519 6.87067
H -0.88940 1.88404 5.80154
H 0.75228 1.58399 3.96758
H 1.32406 -0.68282 3.17476
H 0.78309 -5.62469 3.49522
H -0.12615 -7.59838 4.66679
H -1.63243 -7.30427 6.61361
H -2.25475 -5.03716 7.36707
O -5.40987 -4.86911 2.42156
C -6.18738 -4.12867 2.99782
C -5.73527 -2.81436 3.50982
C -4.41354 -2.41495 3.31074
C -3.99089 -1.16697 3.75297
C -4.88561 -0.31318 4.39396
C -6.19856 -0.71474 4.60938
C -6.62494 -1.96904 4.17321
C -8.02080 -2.39489 4.42344
O -8.78253 -1.67938 5.05043
C -8.47843 -3.69990 3.89433
C -9.80122 -4.09714 4.09206
C -10.24922 -5.30501 3.57062
C -9.37908 -6.11988 2.84994
C -8.05660 -5.73375 2.66326
C -7.60134 -4.52460 3.18980
H -3.71344 -3.07380 2.80729
H -2.96300 -0.85608 3.59352
H -4.55787 0.66583 4.72788
H -6.88965 -0.04759 5.11378
H -10.48468 -3.46432 4.64839
H -11.27930 -5.61037 3.72205
H -9.73224 -7.05821 2.43512
H -7.38327 -6.37463 2.10366
O -1.94059 0.78074 -4.89896
C -2.47049 1.01200 -5.97182
C -2.89039 2.38839 -6.32119
C -2.65711 3.42905 -5.42173
C -3.01202 4.72998 -5.75790
C -3.59933 4.99711 -6.99249
C -3.84908 3.96020 -7.88383
C -3.50075 2.65235 -7.54766
C -3.78712 1.55214 -8.49635
O -4.36908 1.77463 -9.54374
C -3.34938 0.17925 -8.15576
C -3.58091 -0.86047 -9.05679
C -3.14421 -2.14634 -8.76101
C -2.47478 -2.39860 -7.56573
C -2.25501 -1.36765 -6.65925
C -2.69667 -0.07650 -6.94980
H -2.19501 3.22771 -4.46092
H -2.82578 5.53875 -5.05909
H -3.86451 6.01477 -7.25908
H -4.31147 4.17349 -8.84186
H -4.09750 -0.66898 -9.99143
H -3.32172 -2.95282 -9.46476
H -2.12587 -3.40085 -7.33995
H -1.73578 -1.57165 -5.72865
*
```

---

No. 2
# C66H134F12N6O16S2

A structure of composition C66H134F12N6O16S2 at a distorted geometry (ωB97M-V with the def2-TZVPD basis set, the Open Molecules 2025 dataset).

Lowest unoccupied orbital energy = -0.0315 Ha
HOMO-LUMO gap = 3.616 eV
HOMO level = -4.47 eV

ORCA input file:
```
! wB97M-V def2-TZVPD RIJCOSX def2/J DEFGRID3
* xyz 0 1
C -6.06923 0.59247 -0.09383
C -5.27717 0.19159 1.08728
C -5.47825 -1.30234 1.31219
N -4.92457 -1.93934 2.67697
C -5.59429 -1.54537 4.06899
C -5.08554 -2.40201 5.24393
C -5.26146 -3.90544 4.94147
C -4.63622 -4.33800 3.65296
C -5.17896 -3.49066 2.49130
C -3.43675 -1.60450 2.74476
H -7.08052 0.69446 0.29986
H -6.09083 -0.17143 -0.87106
H -5.74691 1.55486 -0.49135
H -5.56027 0.81971 1.93193
H -4.22278 0.36209 0.86982
H -5.12862 -1.79094 0.40272
H -6.52851 -1.57542 1.41460
H -6.67755 -1.58438 3.95449
H -5.28126 -0.50876 4.19373
H -5.39524 -2.25530 6.27865
H -4.03910 -2.10006 5.28746
H -6.31262 -4.18659 4.87729
H -4.87938 -4.46025 5.79838
H -4.79066 -5.40112 3.46852
H -3.55521 -4.25792 3.76734
H -6.26095 -3.56940 2.38549
H -4.69399 -3.76959 1.55583
H -3.42648 -0.59904 3.16553
H -2.98905 -1.68648 1.75433
H -2.84475 -2.19231 3.44627
C 8.52452 3.41760 -0.55145
C 7.66249 2.93387 -1.67022
C 6.60736 1.87928 -1.19159
N 5.70389 1.30716 -2.32172
C 4.55467 0.46893 -1.65407
C 3.47658 1.38353 -1.11176
C 2.99346 2.55932 -2.08046
C 4.17603 3.30597 -2.60617
C 5.19144 2.35971 -3.29011
C 6.49719 0.30711 -3.22860
H 7.94235 4.20855 -0.07860
H 9.44677 3.83120 -0.95948
H 8.82191 2.61524 0.12374
H 8.31502 2.27886 -2.24751
H 7.19481 3.69255 -2.29774
H 5.87708 2.29600 -0.49795
H 6.97010 0.93858 -0.77733
H 4.93423 -0.05490 -0.77678
H 4.10162 -0.26368 -2.32200
H 3.66772 1.75830 -0.10622
H 2.66940 0.67773 -0.91579
H 2.25955 3.18012 -1.56658
H 2.46480 2.17753 -2.95387
H 4.78817 3.87309 -1.90491
H 3.83221 4.04168 -3.33323
H 6.04552 2.94310 -3.63407
H 4.57038 1.86919 -4.03962
H 5.81883 -0.11965 -3.96738
H 6.89220 -0.44376 -2.54431
H 7.35281 0.84705 -3.63417
C 1.31290 -3.12655 -7.09683
C 1.55055 -3.67231 -5.70738
C 0.64029 -2.97291 -4.60501
N 0.94857 -3.34242 -3.09442
C 2.04745 -2.42500 -2.63388
C 2.36969 -2.73198 -1.09108
C 1.12254 -2.52882 -0.22054
C -0.13585 -3.20597 -0.75605
C -0.32243 -3.09200 -2.30961
C 1.29335 -4.91772 -2.92218
H 1.16717 -2.04655 -7.11830
H 0.36499 -3.41585 -7.55056
H 2.09836 -3.42697 -7.79029
H 2.56937 -3.52008 -5.35111
H 1.27602 -4.72425 -5.78574
H -0.38130 -3.32986 -4.73563
H 0.60432 -1.88374 -4.62751
H 1.77391 -1.39912 -2.88055
H 2.94403 -2.59685 -3.22946
H 3.14743 -2.10117 -0.66061
H 2.81029 -3.72561 -1.00949
H 0.88842 -1.48526 -0.01012
H 1.33364 -2.95849 0.75870
H -1.04803 -2.78787 -0.33035
H -0.24433 -4.25255 -0.47146
H -0.74601 -2.15475 -2.67049
H -1.00116 -3.87037 -2.65829
H 0.64277 -5.55184 -3.52447
H 1.19242 -5.24712 -1.88806
H 2.34101 -5.14317 -3.12140
C 2.48207 3.06807 5.42779
C 2.17395 2.58500 3.95670
C 0.69046 2.54201 3.65723
N 0.37011 1.99163 2.24749
C -1.16114 1.95931 2.09187
C -1.73268 3.37859 1.88919
C -0.95251 4.25702 0.81869
C 0.58435 4.22497 0.99203
C 1.07643 2.77448 1.10838
C 0.77232 0.52181 2.12164
H 2.34364 4.14924 5.43089
H 3.47366 2.84250 5.82017
H 1.70873 2.73313 6.11907
H 2.61296 1.58831 4.00120
H 2.75558 3.16971 3.24402
H 0.14670 3.47499 3.80547
H 0.24922 1.84799 4.37260
H -1.66675 1.56010 2.97111
H -1.33293 1.36331 1.19556
H -1.74319 3.89005 2.85168
H -2.74049 3.32641 1.47724
H -1.35969 5.26608 0.75469
H -1.12307 3.89806 -0.19627
H 0.78340 4.86818 1.84921
H 1.01315 4.76223 0.14611
H 2.15496 2.70026 1.24757
H 0.87063 2.19333 0.20948
H 0.39506 0.06186 1.20829
H 0.58203 -0.04792 3.03120
H 1.85857 0.50519 2.03283
C -5.94549 -4.35711 -6.78877
C -4.62911 -3.68087 -6.69995
C -4.77075 -2.14674 -6.70713
N -3.44747 -1.48010 -6.20681
C -3.51313 0.07986 -6.28809
C -4.46676 0.62327 -5.23485
C -4.11235 0.24449 -3.79978
C -3.90679 -1.33218 -3.76676
C -2.91856 -1.75377 -4.79953
C -2.30867 -1.78286 -7.21603
H -6.42097 -4.27169 -5.81167
H -5.83731 -5.43559 -6.90398
H -6.61763 -4.02759 -7.58107
H -4.04887 -3.92712 -7.58921
H -4.12649 -4.12330 -5.83987
H -5.54150 -1.75017 -6.04624
H -4.99789 -1.81434 -7.72005
H -3.99501 0.28526 -7.24397
H -2.51993 0.49702 -6.45433
H -5.48361 0.27363 -5.41338
H -4.57369 1.68877 -5.43826
H -4.89691 0.53384 -3.10060
H -3.20807 0.73665 -3.44180
H -4.81957 -1.91144 -3.90601
H -3.37845 -1.53658 -2.83554
H -2.63224 -2.79929 -4.68546
H -1.93372 -1.33265 -4.59744
H -2.54785 -1.43252 -8.22010
H -2.09321 -2.84471 -7.09704
H -1.41825 -1.16507 -7.09941
C 0.57247 -2.67002 10.73830
C -0.10373 -2.96040 9.39264
C 0.88064 -3.29592 8.23999
N 0.39860 -3.32930 6.73450
C 0.12455 -1.86643 6.19236
C 1.45635 -1.02033 6.06788
C 2.56768 -1.82454 5.26255
C 2.68607 -3.30072 5.69967
C 1.36312 -4.07717 5.79520
C -1.00870 -4.03223 6.67987
H 1.46436 -2.07741 10.53467
H 0.86873 -3.60321 11.21734
H -0.05574 -2.18750 11.48705
H -0.75705 -2.13465 9.11083
H -0.70881 -3.84425 9.59461
H 1.44612 -4.21577 8.38905
H 1.78436 -2.68730 8.20874
H -0.65087 -1.52240 6.87680
H -0.28506 -1.98958 5.18978
H 1.83722 -0.75179 7.05324
H 1.32784 -0.09309 5.50948
H 3.55623 -1.44534 5.52155
H 2.46309 -1.75414 4.17987
H 3.32915 -3.30132 6.57975
H 3.40581 -3.65402 4.96126
H 1.58870 -5.05814 6.21344
H 0.83230 -4.23875 4.85700
H -1.78457 -3.37065 7.06512
H -0.92724 -4.94227 7.27425
H -1.27707 -4.14223 5.62916
O -0.34618 0.18913 -3.20075
C -0.69284 0.77117 -2.08158
O -0.59369 1.99897 -2.15271
O -0.88666 0.12566 -1.02921
H -0.01718 1.01132 -3.57138
O -0.21035 -3.36894 2.62240
C -1.12028 -4.39109 2.53980
O -1.91844 -4.18711 1.63241
O -1.22092 -5.28098 3.39074
H -0.91266 -3.17152 1.99838
C 2.21397 7.14245 -2.33220
O 0.79417 7.06882 -2.19082
O 2.64984 7.56584 -3.61553
C 2.74785 7.84632 -1.05491
F 1.97363 7.48544 -0.00030
F 3.99607 7.51754 -0.79378
F 2.69633 9.21958 -1.19832
C 0.14752 5.93153 -2.93515
C -1.32790 5.88480 -2.72315
H -1.70402 5.65890 -1.72535
H -1.62806 6.85404 -3.12136
H -1.82751 5.21371 -3.42181
H 0.45942 5.00614 -2.45093
H 0.30715 6.04226 -4.00770
H 2.51219 6.11613 -2.11815
C 0.63449 2.20550 -5.94120
O -0.46345 3.00170 -6.40679
O 0.63446 1.07890 -6.73625
C 1.89096 3.24482 -5.95045
F 1.66005 4.34861 -5.22304
F 3.00889 2.62808 -5.53118
F 2.15992 3.76181 -7.09193
C -1.27687 3.63662 -5.42631
C -2.66969 4.10816 -5.96276
H -3.11817 4.90676 -5.37183
H -2.60083 4.67994 -6.88819
H -3.43145 3.34454 -6.11992
H -0.73611 4.54083 -5.14688
H -1.59160 2.95647 -4.63483
H 0.48478 1.94976 -4.89226
C -2.03269 2.36844 6.79500
F -0.85494 1.98129 7.31725
F -2.87713 2.70422 7.78053
F -1.68430 3.37803 6.02412
S -2.68369 0.79696 5.78305
O -1.51965 0.37719 5.06182
O -3.03537 -0.28313 6.69735
O -3.75820 1.35926 4.90566
C 6.22208 -0.06954 3.99452
F 7.52077 0.13156 4.11094
F 6.02993 -1.33521 4.29819
F 5.47036 0.72415 4.78655
S 5.70042 0.17784 2.10797
O 4.39993 -0.47185 1.93069
O 5.59549 1.61618 1.89923
O 6.79503 -0.42973 1.38363
*
```